This record from the OMol25 dataset describes a structure of composition C35H27F6N2O6S2Ti. The level of theory is wB97M-V/def2-TZVPD.

Results
multiplicity: 3
E_LUMO (alpha / beta): 0.0821 / 0.0649 Ha
gap between HOMO and LUMO (alpha / beta): 0.27504 / 0.27630 hartree
HOMO energy (alpha / beta): -5.25 / -5.75 eV
<S²>: 2.010
charge: -1

The geometry in XYZ format:
```
79
C35H27F6N2O6S2Ti wB97M-V/def2-TZVPD
C -1.94323 0.64424 3.92670
F -4.73724 3.91337 0.64311
C 2.86506 -2.57963 3.53682
H -2.36876 0.07898 3.10866
F -3.26019 2.68588 1.64773
H -2.75585 -1.77527 -5.77798
S -3.85916 -0.19607 0.29172
C 3.12047 -1.31483 4.04860
C 2.04619 1.09239 -1.34109
C 3.22425 1.64979 1.05095
C -0.87060 2.12503 6.00901
C 2.62145 -3.88591 -1.60346
H 5.11311 1.37908 0.06334
H 1.60428 2.36959 2.86468
H 3.52979 -3.40402 3.76275
H -2.79250 1.93251 6.94621
C -1.26068 -1.09392 -4.41111
C 3.43034 1.10828 -1.24451
C 1.75046 -2.77609 2.73690
C 2.45205 -1.93906 -3.00346
C -3.44649 3.57028 0.65597
H 0.81800 1.78354 -2.94547
H 2.24289 0.85684 -3.41833
F -6.10883 -0.46491 -1.12233
C 4.03509 1.37182 -0.03113
N 1.25830 1.29174 -0.26452
O -0.66608 0.32402 1.59705
C 1.84552 1.60764 0.90787
H -1.82866 -1.35422 -3.52777
H -0.23740 -2.17681 -0.97607
C 0.97719 1.93618 2.08696
C 0.19955 0.70538 2.60064
H -3.74422 0.61114 5.07268
C 0.69024 -0.10574 -5.38616
C 0.72214 -2.41763 -1.41736
H -0.44467 2.71082 6.81463
C -0.62336 1.07729 3.84445
C 3.13960 -3.07401 -2.60388
C -2.18543 1.68968 6.08298
O -2.52883 -0.83575 -0.05208
O -2.99895 3.91817 -1.89572
H 3.98581 -1.14775 4.67854
N -3.81057 1.62858 -1.27761
C -2.71644 0.94947 5.03703
O -4.44376 -0.74360 1.51900
C -0.01517 -0.48941 -4.25213
H 4.02371 0.91574 -2.12772
O -0.58405 -0.09270 -1.99228
C 0.89975 -1.71889 2.44206
H 0.92380 2.17861 4.86505
C 1.40851 -3.55805 -1.01934
Ti -0.91815 0.57494 -0.26140
C 1.42682 0.90899 -2.69982
C -4.90525 -1.04009 -1.03391
F -4.32963 -1.01891 -2.23457
C 2.26850 -0.26141 3.75590
H 3.64862 1.89107 2.01548
H -1.47795 -1.10251 -7.79224
H 4.08047 -3.32828 -3.07666
C 1.24416 -1.59070 -2.40439
H 3.15870 -4.77148 -1.28790
C -1.78090 -1.31580 -5.67461
C -1.06709 -0.93605 -6.80433
S -2.93334 2.81967 -0.96403
H 0.22740 2.68096 1.80723
H 0.72960 -0.01501 -7.52696
F -2.73633 4.66844 0.95133
C 0.16827 -0.32860 -6.65522
C 1.15123 -0.44824 2.94546
H 1.53979 -3.75970 2.33556
F -5.09338 -2.32719 -0.69901
O -1.50297 2.51929 -0.56975
H 0.02595 -1.86860 1.82195
C 0.49952 -0.31206 -2.81718
H 2.48200 0.71525 4.17247
H 2.85401 -1.32391 -3.80074
C -0.09737 1.82019 4.89814
H 1.65451 0.37897 -5.30268
H 0.98636 -4.19104 -0.24870
```



This record from the OMol25 dataset describes a structure of composition C3H9Ag4FO4P at a distorted geometry. The level of theory is wB97M-V/def2-TZVPD.

Results
multiplicity: 1
E_LUMO: -0.5044 Ha
gap between HOMO and LUMO: 0.19058 hartree
HOMO energy: -18.91 eV
charge: +3
ΔE to the lowest compared entry with this formula, charge and spin: 0.0 kcal/mol

The geometry in XYZ format:
```
22
C3H9Ag4FO4P wB97M-V/def2-TZVPD
Ag 5.32206 -1.49346 -2.00260
F 3.44167 -0.32930 -0.97437
C 0.64885 1.65254 -0.16126
O 0.37902 -1.24165 0.64841
Ag 2.13353 -2.29882 -0.18430
H 1.56648 1.37340 0.36929
P -0.81254 -0.36082 0.70513
C -2.71986 0.25829 2.38946
H -3.22197 0.61324 1.49364
O -1.91887 -0.63999 -0.36237
H -3.36831 -0.44390 2.90107
H -0.60617 -1.36515 -1.83067
H 0.64744 1.22514 -1.17501
H 0.53267 2.72942 -0.24413
C -1.64012 -1.02824 -1.71381
Ag 3.69742 1.75574 -2.30326
O -0.46842 1.18704 0.57402
Ag 4.50575 -0.08074 1.13334
O -1.51110 -0.49242 2.03896
H -2.44846 1.07610 3.04661
H -1.89301 -0.21254 -2.38662
H -2.26605 -1.88387 -1.96155
```



This record from the OMol25 dataset describes an isolated molecule of C15H22N4O3S. The level of theory is wB97M-V/def2-TZVPD.

Results
multiplicity: 1
E_LUMO: 0.0012 Ha
gap between HOMO and LUMO: 0.30711 hartree
HOMO energy: -8.32 eV
ΔE to the lowest compared entry with this formula, charge and spin: 47.2 kcal/mol

The geometry in XYZ format:
```
45
C15H22N4O3S wB97M-V/def2-TZVPD
H 5.90582 1.65164 0.67749
H 5.60617 -1.16551 -1.93566
H 7.55130 1.18771 0.23468
C -2.03094 -1.79528 0.28458
H -6.69034 1.78943 1.35577
C 2.57220 -1.02737 0.91339
H -1.89431 -2.87470 0.36836
O 0.97492 0.74648 0.58288
H 4.98081 -2.08332 0.25574
H 6.78587 0.93699 -2.15810
C -4.42460 -2.33794 -0.02512
C 6.62685 1.62661 -0.13519
H 6.92173 -1.07047 -0.76621
C -6.23318 2.44042 0.62721
H 5.13502 1.24445 -1.63553
N -1.06791 -0.95860 0.36722
N 0.19942 -1.37008 0.56914
C 1.19956 -0.43614 0.67825
H -5.22244 2.20120 -1.34337
C -5.24169 1.83733 -0.32280
H 5.31186 -0.54113 1.03606
H 3.21610 -0.95837 -1.14339
C -4.77897 2.74897 0.77336
H 2.92842 -0.66163 1.87943
H 3.48012 0.53100 -0.23298
S -7.50227 -0.01069 -0.85681
C -3.37624 -1.34331 0.07396
C -5.98406 -0.47033 -0.43823
H -4.24954 2.31404 1.60585
H 2.53551 -2.11732 0.94813
H -1.86594 0.53862 0.14422
N -5.67616 -1.78651 -0.28967
C -3.67517 0.00366 -0.04947
O -4.29417 -3.53665 0.08448
H -6.90260 3.19078 0.23873
H -4.41204 3.72153 0.48764
C 5.94076 -0.66347 -1.02426
H 6.83059 2.65218 -0.43427
C 3.53720 -0.55609 -0.17944
C 4.96879 -0.99980 0.10763
N -4.96068 0.42794 -0.23495
O -2.76616 0.95167 -0.00264
H -6.44156 -2.43969 -0.42013
H 0.38869 -2.36785 0.65367
C 6.09328 0.82960 -1.31968
```



This record from the OMol25 dataset describes a cluster of 7 separate species, C24H52O7P in total. The level of theory is wB97M-V/def2-TZVPD.

Results
multiplicity: 1
E_LUMO: -0.1031 Ha
gap between HOMO and LUMO: 0.30670 hartree
HOMO energy: -11.15 eV
charge: +1

The geometry in XYZ format:
```
84
C24H52O7P wB97M-V/def2-TZVPD
H -2.82565 1.46597 -0.66724
H 5.97890 3.97898 -3.45998
C -5.92320 -8.98440 -1.43592
O 4.77187 4.39991 -0.05440
C -5.08467 2.56372 0.67868
H -3.76745 0.38693 -1.71278
H -3.75089 0.12676 0.04474
H -0.99955 -0.82531 -1.20335
H -4.85640 -3.18145 0.08168
H -3.14015 -6.04877 1.90089
H -3.33883 -6.83707 -2.36284
H 3.99691 3.64248 -1.76576
C 0.67665 3.85689 1.40445
H -3.92195 -8.23409 -3.29474
H -2.00703 -4.94249 2.71503
H 6.29276 2.88256 -5.87898
H 0.23531 -3.45612 5.86848
H 4.08616 3.58704 1.73978
H 1.46213 -2.23879 1.32898
O 0.76910 -2.73624 3.52586
C 0.94486 -2.63337 5.89367
C 1.26732 -2.19745 4.48771
H 2.17864 6.75830 0.25693
H 5.62535 5.71848 -3.41731
H -3.71091 -5.01356 3.22216
H -0.95184 1.81710 0.81523
H 4.69016 3.46183 -6.34989
H -0.68587 3.32588 -0.82386
C -3.03095 -5.06879 2.37047
C 0.95212 -1.06822 -0.37827
H 0.09227 5.43568 -0.00277
H -0.94186 -1.81057 0.28155
C 5.01625 3.79059 1.19237
H -5.98178 3.17605 0.64723
H 0.51746 -1.80152 6.45615
O -5.75714 1.89112 -1.50197
P -0.03925 2.69436 0.23547
H -6.76422 -8.42783 -1.85283
H 6.12031 3.96653 -7.27724
C 0.74940 5.31456 0.86218
C -4.71922 -8.08492 -1.30985
H 1.69451 4.49887 -1.35418
H 0.40550 5.98949 1.64366
H -0.38536 -2.49126 -1.24198
C -4.74803 -4.00457 0.78479
O 1.29390 0.05143 -0.73117
C -3.36171 -3.99031 1.37559
C 2.57200 4.98144 -0.90073
C 1.88399 -1.98607 0.35260
C 3.65496 3.91417 -0.76436
H -4.21552 3.20955 0.82628
H 2.01351 -2.90699 -0.21744
H -4.98445 -6.84675 -3.04132
H -4.91351 -4.95032 0.26554
O -2.54567 -3.14942 1.06049
C 2.16628 5.68019 0.41324
C 5.91559 4.93657 -5.38549
H 3.20267 -1.32281 4.79700
C -3.74614 0.88113 -0.74468
H 2.92362 5.72667 -1.61311
O -4.19025 -7.87819 -0.24163
H -6.19477 -9.37353 -0.45807
C -0.43222 -1.57496 -0.65274
H 2.87139 5.43791 1.20834
C -4.20458 -7.45726 -2.58283
H 0.11144 3.82272 2.33470
H 1.68859 3.49172 1.59311
H 2.85215 -1.50620 0.48435
H -5.14620 1.87507 1.52319
H 0.94206 1.87065 -0.32457
H 2.40361 -0.83408 3.28740
H 1.86712 -0.16986 4.85168
H 3.29094 2.98127 -0.30956
C -4.94992 1.79251 -0.61442
H 4.37285 4.56794 -3.93927
O 6.40378 5.96551 -5.78074
H 5.55431 2.84560 1.07706
C 5.74488 3.73515 -6.28398
C 2.24818 -1.05634 4.34129
H 1.85436 -2.95436 6.40385
C 5.44224 4.79064 -3.95465
H -5.49344 -3.90807 1.57547
H 5.61327 4.47910 1.78556
H -5.70106 -9.81469 -2.10802
```



This record from the OMol25 dataset describes an isolated molecule of C2H2N2O3 at a distorted geometry. The level of theory is wB97M-V/def2-TZVPD.

Results
multiplicity: 1
E_LUMO: 0.0221 Ha
gap between HOMO and LUMO: 0.41255 hartree
HOMO energy: -10.63 eV
ΔE to the lowest compared entry with this formula, charge and spin: 76.5 kcal/mol

The geometry in XYZ format:
```
9
C2H2N2O3 wB97M-V/def2-TZVPD
O -0.17957 1.69517 -1.70562
O 0.86679 -0.83131 0.21522
N 0.92085 0.60760 0.01894
H -0.17112 -1.83582 1.64917
H 1.81976 0.74480 -0.38189
N -1.40580 -0.54023 0.65524
O -1.36333 0.35806 -0.47970
C -0.28119 -1.11465 0.85764
C -0.20640 0.91639 -0.82900
```



This record from the OMol25 dataset describes a cluster of 9 separate species, C18H54O9S3 in total at a distorted geometry. The level of theory is wB97M-V/def2-TZVPD.

Results
multiplicity: 1
E_LUMO: 0.0124 Ha
gap between HOMO and LUMO: 0.32502 hartree
HOMO energy: -8.51 eV
ΔE to the lowest compared entry with this formula, charge and spin: 56.2 kcal/mol

The geometry in XYZ format:
```
84
C18H54O9S3 wB97M-V/def2-TZVPD
H -0.58799 2.01776 3.47250
C -2.23099 -3.19124 -1.22150
H -2.13799 -3.00724 -0.29750
C -4.31599 2.81876 0.27550
H 1.57901 6.31876 -3.53250
H -3.71199 -1.97124 -2.14450
H 2.32001 -3.23024 -0.48350
C -3.80099 4.10776 -0.34850
H -0.00099 3.46876 3.72450
C -3.26499 -0.72924 4.62850
H -0.51599 -2.02324 0.97450
H -4.38399 -3.38424 -1.13850
H -0.01299 6.50076 -1.99050
H -3.70399 -0.45524 5.51250
H 3.20201 -0.60624 0.63850
S 3.33601 -1.78524 -3.43250
C 3.30601 -3.43524 -3.98450
H -2.13599 -0.74524 2.35150
H 4.12301 -0.13024 -0.59450
H -3.48899 4.83776 0.32550
H -2.95499 -2.34224 1.96750
O 3.91801 -2.99024 -0.74150
H -5.33299 2.80476 0.55450
O -4.60299 0.71876 2.88550
H 1.30301 5.90876 -1.34950
H -1.76399 1.19476 0.60150
H -3.87699 2.07476 2.05150
H 0.70801 0.06076 -2.32350
H -3.43499 -1.00524 1.09750
C 1.48701 2.24776 2.69650
C 4.24501 -0.63624 0.19150
C -3.55299 -2.92224 -1.82050
O 1.30001 -3.69524 -0.47150
C -0.90199 0.62176 -0.88050
H 1.17201 1.21176 -1.42550
H -2.79299 -1.66824 4.82050
H 0.93101 -0.50524 -0.74950
C 4.81501 -2.69424 1.78850
H 2.07001 -4.18724 1.43450
C 0.58401 -2.56124 1.42450
C 0.08301 4.46076 -1.41150
H -4.54799 4.62776 -0.91550
C 0.62801 0.36676 -1.32050
C 0.24901 2.27876 3.65850
H -4.40599 2.10776 -0.38650
H 0.28401 -2.50924 2.47750
H -3.70899 -3.43124 -2.83450
H -0.34099 4.72276 -0.43850
C -3.08199 -1.22624 2.03350
H 3.76601 -2.31024 2.24050
H 2.29301 -0.04624 -4.48250
O -0.90199 1.06376 0.42350
H 0.49201 -4.68224 1.51150
O -1.12899 -2.85224 -2.00150
H 2.23801 3.90876 3.29850
C 1.05001 -3.90224 1.01050
H 1.72101 1.15276 2.55550
H 1.11801 -1.68524 1.40650
H 2.53901 -1.56824 -5.41850
C 2.09001 -1.24624 -4.50950
H 3.06301 -3.51524 -5.06950
O 4.65201 -1.20624 -3.93350
S 4.99201 -2.26324 0.01350
H 0.77701 3.69376 -1.22150
H -2.21199 -4.28724 -1.03150
H -1.31299 1.30876 -1.50850
C 0.66601 5.68676 -2.02150
H -3.15899 4.03376 -1.14350
H 4.77901 -3.85124 1.85750
H 1.11901 2.74376 1.84050
H 2.57101 -3.88424 -3.66550
O 2.42101 3.07876 3.34350
H -0.61299 4.28376 -1.99850
H 0.98001 -1.56024 -4.35450
S -4.33499 -0.69324 3.16550
H -1.48399 -0.33324 -1.14150
H 4.08501 -3.96624 -3.71350
H 4.78301 -0.22924 1.04950
O 1.23001 5.46176 -3.17550
H 0.56301 1.99276 4.61350
H -0.41599 -3.16724 -1.57150
O -3.40099 2.50176 1.33950
H -2.37599 0.14976 4.37350
H 5.30301 -2.22124 2.56950
```



This record from the OMol25 dataset describes a cluster of 8 separate species, C6H27NO8 in total at a distorted geometry. The level of theory is wB97M-V/def2-TZVPD.

Results
multiplicity: 1
E_LUMO: 0.0094 Ha
gap between HOMO and LUMO: 0.30685 hartree
HOMO energy: -8.09 eV
ΔE to the lowest compared entry with this formula, charge and spin: 114.4 kcal/mol

The geometry in XYZ format:
```
42
C6H27NO8 wB97M-V/def2-TZVPD
H 1.17846 -1.16558 1.54150
C -0.95006 -1.72006 1.17161
H -0.51042 -2.74466 1.07426
C 0.11385 -0.71838 1.63040
H 3.32783 -1.71066 -0.80377
O 1.09883 3.99121 2.51737
H -0.73718 1.22835 1.49908
H -0.82262 -0.37811 -2.62598
H 0.83610 3.61411 1.64622
O 2.05066 -2.92481 0.48659
C -2.89811 -1.47721 -0.49013
H 2.29953 1.31120 -2.63980
O 0.00035 1.34461 -2.27293
H 0.96913 3.96301 -0.80872
H 0.65538 1.17682 0.48484
H 1.04737 -2.82613 0.72504
H -0.40429 -3.85120 -2.74707
H 1.77366 3.38938 2.96798
C -0.99500 0.14061 -0.48720
H 0.69305 -0.51457 -1.49394
H -1.77944 -1.66052 1.98504
O 2.72523 1.42843 -1.77703
O 0.27300 3.36488 -0.47186
H -1.95099 0.72889 -0.65164
O -0.61447 -3.21053 -2.09534
C -0.16311 0.53487 0.79505
H -0.50454 3.82691 -0.60482
O -1.78541 1.95829 2.99946
H 2.10921 -3.50727 -0.29154
H -3.25338 -2.46633 0.02821
O 2.83132 -0.96834 -1.04236
H 2.01064 -1.01915 -0.76717
N -1.45763 -1.32484 -0.14968
C -0.16878 0.04418 -1.79819
H -2.11616 2.84629 2.61188
H -1.38885 2.22420 3.86680
H 3.00921 0.57969 -1.55611
H -2.99640 -1.65685 -1.59727
H 0.10509 -2.61881 -2.08422
H -0.20628 -0.36653 2.66162
H -3.64345 -0.87600 0.18290
H 0.23864 2.01060 -1.61908
```



This record from the OMol25 dataset describes an isolated molecule of C3H3PS at a distorted geometry. The level of theory is wB97M-V/def2-TZVPD.

Results
multiplicity: 1
E_LUMO (alpha / beta): -0.0498 / -0.0498 Ha
gap between HOMO and LUMO (alpha / beta): 0.22560 / 0.22560 hartree
HOMO energy (alpha / beta): -7.49 / -7.49 eV
ΔE to the lowest compared entry with this formula, charge and spin: 50.5 kcal/mol

The geometry in XYZ format:
```
8
C3H3PS wB97M-V/def2-TZVPD
C 0.07342 0.22280 -0.08088
C -3.68655 0.24057 -0.09445
S -1.26647 1.59282 0.10022
H 0.88024 0.26435 -0.91571
P -5.13804 -0.50147 -0.03440
H -0.42474 -0.65334 -0.16079
C -2.53761 0.64806 -0.04959
H 0.68006 0.31927 0.92223
```